{"formula": "C18H46N8O5P2Rb", "method": "wB97M-V/def2-TZVPD", "lumo_energy_ha": -0.1514, "gap_ev": 5.0, "largest_force_ev_per_a": 3.4, "charge": 1, "e_tot_ha": -2234.0734, "homo_ev": -9.076, "elements": ["Rb", "P", "P", "O", "O", "O", "O", "O", "N", "N", "N", "N", "N", "N", "N", "N", "C", "C", "C", "C", "C", "C", "C", "C", "C", "C", "C", "C", "C", "C", "C", "C", "C", "C", "H", "H", "H", "H", "H", "H", "H", "H", "H", "H", "H", "H", "H", "H", "H", "H", "H", "H", "H", "H", "H", "H", "H", "H", "H", "H", "H", "H", "H", "H", "H", "H", "H", "H", "H", "H", "H", "H", "H", "H", "H", "H", "H", "H", "H", "H"], "xyz": [[-6.56536, -4.69900, -3.94965], [0.74467, 0.95387, 5.47017], [3.20364, -1.31009, -4.96206], [2.44559, -2.54618, -4.44757], [-8.06247, 4.62506, 4.23046], [-3.51135, -3.35674, -1.18437], [-6.56972, 5.05896, 2.68048], [1.00609, 0.36314, 6.79263], [-0.56310, 2.04498, 5.42420], [-1.05858, -5.90537, -3.20600], [2.48953, 0.19911, -4.51618], [0.36241, -0.27278, 4.32481], [-7.30154, 4.26352, 3.33841], [3.12386, -1.15268, -6.67199], [2.10823, 1.85784, 4.93580], [4.88992, -1.33835, -4.56225], [-8.05931, 0.61040, 2.93938], [3.37956, 1.42174, -4.49878], [-6.18959, 1.05354, 1.47347], [-0.03879, -1.58922, 4.79788], [2.15175, -1.95175, -7.42558], [-8.14522, 1.93337, 3.37193], [-0.62954, 2.80308, 4.10207], [-7.20380, 2.82170, 2.89984], [0.44759, -0.05970, 2.82782], [3.64169, 0.00935, -7.50463], [3.24339, 0.97074, 4.69217], [5.24280, -1.10623, -3.16999], [-6.26785, 2.39613, 1.95601], [2.52361, 2.99227, 5.73808], [5.72854, -2.33446, -5.31409], [-1.81946, 1.71763, 6.03391], [1.21045, 0.30097, -3.82341], [-7.15128, 0.23136, 2.01474], [-1.70496, -5.34648, -2.66755], [5.42594, -3.35020, -5.05948], [3.11147, 0.36332, 3.79678], [3.44534, 0.28515, 5.51515], [-0.50254, -2.10950, 3.95982], [-2.16069, 0.72739, 5.73210], [0.83108, -2.03866, 5.27685], [1.61878, 3.47611, 6.10588], [0.45901, -0.06937, -4.52075], [6.32387, -1.19630, -3.06378], [4.03842, 1.43875, -5.36695], [4.16340, 1.55345, 4.64596], [-0.40122, -5.25632, -3.61431], [2.94828, 2.59998, 6.66213], [-0.81966, -1.45058, 5.54562], [5.69233, -2.21394, -6.39680], [3.98120, 1.58470, -3.60460], [-1.43256, 3.53957, 4.13073], [-0.48515, -0.35523, 2.34743], [4.70950, -1.84479, -2.57147], [-8.83389, -0.09510, 3.20148], [4.92012, -0.07124, -3.05700], [2.38621, -1.98571, -8.48952], [0.70533, 0.95800, 2.53466], [2.67686, 2.25190, -4.57048], [4.63370, 0.16172, -7.07941], [-1.05074, 2.20236, 3.29595], [-1.78016, 1.73236, 7.12310], [-7.04326, -0.78694, 1.67152], [1.23149, -0.37395, -2.96776], [3.25341, 3.55899, 5.15988], [-0.51747, -6.50263, -2.59725], [2.15429, -2.96412, -7.02158], [-5.57947, 0.73641, 0.64066], [-1.62540, -6.41596, -3.86789], [-5.58041, 3.12769, 1.55771], [-2.59450, 2.41501, 5.71599], [1.19973, -1.44233, -7.27639], [0.99189, 1.30937, -3.47204], [3.72511, -0.25322, -8.55923], [0.31064, 3.26181, 3.79594], [6.76891, -2.18323, -5.02624], [1.18229, -0.65916, 2.29026], [-3.47322, -2.38107, -1.21819], [2.90312, 0.80003, -7.37259], [-9.01283, 2.25614, 3.92822]], "forces_ev_per_a": [[0.24, 0.30, 0.43], [-0.34, -0.01, -0.52], [-0.84, -0.63, -0.59], [1.07, 2.52, -1.12], [0.94, -1.16, -1.17], [-0.11, -0.13, -0.81], [-1.60, -1.79, 1.61], [-0.63, -0.30, 0.19], [2.26, 1.50, -1.85], [0.05, 0.31, 0.29], [2.79, 0.28, 0.43], [1.12, 2.13, -1.55], [1.30, 1.88, -1.43], [1.29, -0.87, -0.82], [-1.07, -1.30, -1.12], [-1.02, -0.06, -2.48], [-1.53, 0.70, 0.65], [-1.29, -0.65, -0.33], [-1.39, 2.79, 1.26], [-0.01, 0.94, 0.34], [0.13, 0.31, 1.14], [-0.41, -0.45, -0.21], [-1.33, -0.59, 0.84], [-0.24, -0.15, 0.10], [-0.14, -0.33, 0.90], [-0.50, -1.56, 2.17], [0.32, -0.35, 0.08], [-0.56, 0.04, -1.00], [1.11, -0.15, -0.84], [-0.82, -0.87, 0.88], [-0.57, 0.51, 0.67], [-0.49, -0.50, 0.10], [0.41, -1.25, 0.00], [1.93, -1.76, -1.21], [-0.68, 0.84, 1.04], [0.10, -0.18, -0.03], [0.05, 0.18, -0.10], [-0.27, -0.18, 0.32], [0.43, -0.38, 0.10], [-0.20, -0.26, -0.04], [-0.29, -0.75, -0.22], [0.20, 0.79, -0.50], [-0.43, 0.27, 0.25], [-0.12, 0.08, 0.16], [-0.09, -0.04, 0.13], [-0.12, 0.19, -0.49], [0.26, 0.38, -0.72], [0.61, 0.17, 0.16], [0.04, -0.28, 0.18], [-0.37, 0.19, 0.12], [-0.07, -0.28, 0.21], [0.31, 0.53, 0.73], [-0.35, 0.29, 0.16], [0.19, 0.29, 0.68], [0.01, 0.00, 0.35], [0.19, -0.22, 1.17], [0.17, 0.06, 0.10], [-0.25, 0.09, 0.49], [0.24, 0.21, -0.13], [-0.05, 0.89, -0.33], [0.51, -0.66, -0.20], [0.22, 0.04, -0.03], [-0.68, -0.38, 0.14], [-0.34, 0.10, 0.22], [-0.33, 0.43, 0.28], [-0.03, -0.52, 0.35], [-0.38, 0.04, -0.08], [0.33, 0.17, 0.28], [0.30, -0.31, -0.49], [0.01, 0.16, 0.06], [0.15, 0.16, 0.00], [-0.60, -0.50, -0.39], [0.15, -0.04, -0.28], [-0.04, -0.25, 0.19], [-0.10, -0.21, 0.30], [-0.06, 0.01, 0.15], [0.49, -0.46, 0.56], [0.07, -0.72, -0.10], [0.50, 0.58, -0.17], [0.26, 0.11, 0.39]], "lowdin_charge": [0.89, 0.56, 0.64, -0.37, 0.08, -0.65, 0.03, -0.28, -0.29, 0.35, -0.30, -0.29, -0.30, -0.32, -0.32, -0.32, -0.08, -0.10, -0.04, -0.11, -0.13, 0.00, -0.10, -0.13, -0.11, -0.08, -0.13, -0.10, 0.01, -0.12, -0.09, -0.13, -0.11, -0.12, 0.12, 0.08, 0.07, 0.08, 0.08, 0.07, 0.08, 0.08, 0.07, 0.09, 0.06, 0.08, 0.16, 0.08, 0.07, 0.07, 0.06, 0.07, 0.07, 0.08, 0.11, 0.05, 0.07, 0.06, 0.08, 0.07, 0.06, 0.09, 0.11, 0.07, 0.09, 0.16, 0.06, 0.11, 0.15, 0.11, 0.08, 0.07, 0.08, 0.08, 0.07, 0.08, 0.06, -0.18, 0.08, 0.12]}